The following is a DFT calculation (wB97M-V/def2-TZVPD) of an isolated molecule of C6H15NO at a distorted geometry.

Its maximum force is 0.0951 Eh/bohr. The relative energy (zero: lowest compared OMol25 entry of this formula, charge and spin) is 90.6 kcal/mol. As for the HOMO-LUMO gap: 9.9 eV.

XYZ file:
```
23
Properties=species:S:1:pos:R:3:forces:R:3:lowdin_charge:R:1
N -3.03461 0.93446 0.87070 0.77 -1.24 -2.17 -0.03
C -1.77732 0.43070 1.43609 -0.85 -1.70 1.47 -0.30
C -0.55864 1.35461 1.20560 -1.99 2.66 -1.05 -0.22
C 0.11359 0.77792 -0.01707 0.97 2.34 -0.59 -0.30
C 1.36396 0.12222 0.43839 1.34 -3.05 -2.45 -0.20
C 1.85723 -0.60273 -0.85146 0.06 1.45 0.67 -0.20
C 1.00858 -1.80506 -1.26379 -1.53 3.48 -3.08 -0.25
O 1.64382 -2.30157 -2.42473 0.65 -2.74 1.94 -0.05
H -2.92204 1.29917 -0.10771 -0.04 -0.50 1.46 0.09
H -3.44780 1.62866 1.41851 -0.53 1.29 0.93 0.03
H -1.61039 -0.65916 0.97112 -0.02 2.41 0.90 0.14
H -1.98671 0.17118 2.54304 0.34 0.71 -1.57 0.12
H -0.84438 2.37439 0.76704 -0.96 -1.16 0.83 0.11
H -0.03680 1.83292 2.09095 0.27 -1.86 -0.81 0.13
H -0.54229 0.12541 -0.61369 0.13 -0.40 1.15 0.09
H 0.20671 1.50903 -0.88523 0.88 -0.03 1.37 0.13
H 1.04970 -0.74331 0.98252 -0.42 -0.47 1.26 0.10
H 2.20778 0.52320 1.03367 -0.94 0.86 -0.58 0.13
H 2.13921 0.22001 -1.58149 -1.08 -1.30 0.00 0.14
H 2.74319 -1.12931 -0.76070 2.43 -0.54 0.83 0.08
H 0.96482 -2.58772 -0.58259 0.52 -1.28 1.51 0.10
H -0.07752 -1.50671 -1.39253 1.00 -0.50 -0.45 0.12
H 1.53989 -1.96829 -3.27665 -1.00 1.57 -1.57 0.06
```
Forces are in eV/Å.